1.
The following is a DFT calculation (ωB97M-V with the def2-TZVPD basis set) of a 3-piece molecular cluster, CH8NO3 overall at a distorted geometry.

## Properties
relative energy (zero: lowest compared OMol25 entry of this formula, charge and spin) = 11.6 kcal/mol
net charge = -1

Last column: natural (NBO) charge in e.
Positions of all 13 atoms, in Å:
N 2.07944 0.70419 -0.31793  -0.8985
C 0.94274 -0.17716 0.19433  0.1098
O -0.19227 -0.19249 -0.59412  -0.9444
H 2.65931 0.26364 -0.99457  0.3264
H 1.64975 1.43913 -0.80051  0.3381
H 1.34568 -1.19650 0.37395  0.1200
H 0.67148 0.36678 1.18416  0.1017
H -0.98059 -1.53360 -0.03633  0.5114
H -2.29512 -2.20509 0.46144  0.4440
O -1.34365 -2.38463 0.36111  -1.0207
H -1.19130 0.88372 -0.07112  0.5069
H -1.44367 2.48189 -0.01143  0.4277
O -1.90179 1.55012 0.25103  -1.0226

Atoms 1-6, force components in eV/Å:
-0.1 -1.3 1.6
-0.7 1.7 0.4
0.9 -0.2 0.3
0.3 -0.8 -0.6
-0.9 1.4 -0.7
0.0 0.4 0.1

***

2.
The following is a DFT calculation (ωB97M-V with the def2-TZVPD basis set) of C7H10BNO2 as an isolated structure at a distorted geometry.

## Properties
relative energy (zero: lowest compared OMol25 entry of this formula, charge and spin) = 69.3 kcal/mol

Last column: natural (NBO) charge in e.
Positions of all 21 atoms, in Å:
B 1.47614 0.95952 0.04754  0.9671
C 2.69890 0.13830 0.00260  -0.7475
C 2.73715 -1.23538 0.03305  -0.0443
C 1.61747 -2.07853 0.11352  -0.3719
C 0.32055 -1.64559 0.18239  0.1353
C -1.34301 0.05922 0.17957  0.8992
C 1.07710 2.45039 -0.00755  -1.0708
C -3.58835 -0.64440 -0.10851  -0.2596
N -0.04538 -0.36302 0.18202  -0.6001
O -1.69719 1.19884 0.35214  -0.6209
O -2.21024 -0.96138 -0.05310  -0.5315
H 3.66355 0.63581 -0.05116  0.2354
H 3.70122 -1.73104 -0.00076  0.2058
H 1.78258 -3.14628 0.13706  0.2173
H -0.47384 -2.38318 0.26331  0.2079
H 0.00851 2.59365 -0.13893  0.2834
H 1.59345 2.96114 -0.82109  0.2501
H 1.35270 2.96399 0.91419  0.2587
H -3.90394 -0.57876 -1.15262  0.1843
H -3.78289 0.30670 0.39034  0.2129
H -4.12491 -1.45228 0.39013  0.1893

Atoms 1-6, force components in eV/Å:
-2.2 -1.8 0.2
0.1 0.0 0.0
-0.3 0.1 0.0
0.0 -0.3 0.0
-0.3 -0.4 0.0
-1.0 -0.1 0.0

***

3.
The following is a DFT calculation (ωB97M-V with the def2-TZVPD basis set) of a 2-piece molecular cluster, C4H12N2O overall at a distorted geometry.

## Properties
relative energy (zero: lowest compared OMol25 entry of this formula, charge and spin) = 35.5 kcal/mol
SMILES = [H]/N=C/NC.CCO

Last column: natural (NBO) charge in e.
Positions of all 19 atoms, in Å:
C 1.78470 -0.31370 -1.48932  -0.4123
N 0.38638 -0.69883 -1.54673  -0.6153
C -0.03869 -1.71533 -0.73065  0.2782
N -1.07897 -2.39559 -1.01716  -0.7195
H 1.93597 0.65809 -1.95673  0.2013
H 2.07161 -0.23146 -0.44411  0.2163
H 2.43221 -1.03987 -1.99415  0.1746
H -0.04197 -0.70000 -2.45433  0.3860
H 0.56952 -1.72661 0.17585  0.1551
H -1.24304 -3.04314 -0.24689  0.3363
C -0.49814 1.70643 1.38214  -0.0597
O 0.76094 1.02576 1.35097  -0.7374
C -1.61227 0.71549 1.15382  -0.6343
H -0.63192 2.21378 2.34373  0.1547
H -0.51051 2.44974 0.58249  0.1577
H 1.41417 1.64425 1.70937  0.4681
H -1.64996 -0.09074 1.88287  0.2107
H -2.59219 1.19528 1.16068  0.2129
H -1.45785 0.34645 0.13815  0.2266

Atoms 1-6, force components in eV/Å:
0.0 -0.1 -0.2
0.3 0.0 0.1
-0.3 0.8 -0.5
0.5 -0.3 0.7
-0.1 0.0 0.0
0.1 0.0 0.0

***

4.
The following is a DFT calculation (ωB97M-V with the def2-TZVPD basis set) of a 2-piece molecular cluster, CH4BrP overall at a distorted geometry.

## Properties
relative energy (zero: lowest compared OMol25 entry of this formula, charge and spin) = 67.2 kcal/mol

Last column: natural (NBO) charge in e.
Positions of all 7 atoms, in Å:
C -1.24191 0.46334 -0.25030  -0.5181
P 1.19535 -1.05081 -0.23942  0.2291
Br 2.65555 0.46531 0.17514  -0.2093
H -1.52285 0.50633 0.74416  0.1772
H -1.93823 0.09040 -0.97139  0.1793
H -0.46932 1.05270 -0.63294  0.1756
H 1.32140 -1.52726 1.17475  -0.0336

Atoms 1-6, force components in eV/Å:
0.9 -1.2 -1.2
-1.3 -1.1 1.2
0.8 1.2 0.0
-0.3 0.2 1.8
-0.2 -0.4 -0.2
0.8 1.2 -0.3